1.
{
  "formula": "C3H9N3O",
  "method": "wB97M-V/def2-TZVPD",
  "lumo_energy_ev": [1.055, -0.690],
  "s_squared": 2.016,
  "multiplicity": 3,
  "symbols": ["C", "C", "C", "N", "N", "N", "O", "H", "H", "H", "H", "H", "H", "H", "H", "H"],
  "xyz": [[-0.6417, 0.7261, 1.1974], [-1.3397, -0.0278, 2.2854], [1.4529, -0.6592, -2.0100], [0.3468, 0.2043, 0.6572], [1.7477, 0.7183, -1.4894], [0.6620, 1.2072, -0.9016], [0.2081, -0.7237, -2.5366], [-1.2309, 1.4894, 0.6556], [-0.7701, -0.9538, 2.4906], [-1.3866, 0.5402, 3.2177], [-2.3413, -0.2976, 1.9982], [2.3872, -0.8847, -2.6443], [1.5449, -1.3634, -1.2451], [2.6967, 0.9138, -1.2261], [0.8483, 2.1001, -0.3693], [-0.4884, -0.6602, -1.8971]],
  "lowdin_spin": [0.08, 0.05, 0.02, 0.73, 0.33, 0.71, 0.00, 0.03, 0.00, 0.00, 0.00, 0.00, 0.01, 0.02, 0.01, 0.00]
}

***

2.
{
  "formula": "C3H9N3O",
  "method": "wB97M-V/def2-TZVPD",
  "lumo_energy_ev": [1.065, -0.015],
  "s_squared": 2.007,
  "multiplicity": 3,
  "symbols": ["C", "C", "C", "N", "N", "N", "O", "H", "H", "H", "H", "H", "H", "H", "H", "H"],
  "xyz": [[-1.2517, -0.4065, -0.0158], [-0.5849, -1.6996, -0.2794], [1.4148, 1.6903, 0.8768], [-0.3186, 0.6300, -0.3418], [1.9744, 1.6101, 2.0811], [0.3014, -1.7453, -1.3786], [0.5493, 0.7737, 0.6833], [-2.1429, -0.3268, -0.6143], [-1.5043, -0.3556, 1.0972], [-0.0283, -1.9933, 0.6298], [-1.3647, -2.4502, -0.4216], [1.7883, 2.3829, 0.1055], [2.7662, 1.9882, 2.5727], [1.4786, 0.8780, 2.6412], [1.0610, -1.1111, -1.1628], [-0.0563, -1.4542, -2.2875]],
  "lowdin_spin": [0.06, 0.04, 0.56, 0.70, 0.25, 0.01, 0.30, 0.00, 0.01, 0.00, 0.00, 0.05, 0.01, 0.01, 0.00, 0.00]
}

***

Of them, 2 has the highest stability.

***

1.
{
  "formula": "H5N2OP",
  "method": "wB97M-V/def2-TZVPD",
  "lumo_energy_ev": 0.593,
  "smiles": "NOPN",
  "symbols": ["N", "O", "P", "N", "H", "H", "H", "H", "H"],
  "xyz": [[-1.4203, -0.0206, -0.4604], [-0.6966, -0.6002, 0.6428], [0.8064, -1.1606, 0.1670], [1.7194, 0.8246, -0.1753], [-1.6693, 0.9433, -0.1516], [-2.2747, -0.6194, -0.5758], [1.1546, -1.5599, 1.4414], [1.3442, 0.7659, -1.0669], [1.0363, 1.4268, 0.1788]],
  "lowdin_charge": [-0.06, -0.60, 0.92, -0.13, 0.09, 0.09, -0.12, -0.11, -0.08]
}

***

2.
{
  "formula": "H5N2OP",
  "method": "wB97M-V/def2-TZVPD",
  "lumo_energy_ev": 0.944,
  "smiles": "N=[P@@H](N)O",
  "symbols": ["N", "P", "N", "O", "H", "H", "H", "H", "H"],
  "xyz": [[-0.1304, 1.5675, -0.0842], [0.1753, 0.0661, 0.3435], [-1.0347, -1.1319, 0.0206], [1.4461, -0.1720, -0.3619], [-0.4591, 2.4876, 0.2279], [0.3438, -0.1366, 1.7902], [-0.3778, -1.9099, 0.0724], [-1.3174, -1.1207, -0.9238], [1.3542, 0.3499, -1.0846]],
  "lowdin_charge": [-0.23, 0.40, -0.11, -0.14, -0.03, 0.05, 0.02, 0.02, 0.01]
}

***

3.
{
  "formula": "H5N2OP",
  "method": "wB97M-V/def2-TZVPD",
  "lumo_energy_ev": [0.107, -0.215],
  "symbols": ["N", "N", "O", "P", "H", "H", "H", "H", "H"],
  "xyz": [[0.5169, 0.6254, 2.4895], [-0.6308, -1.4140, -0.4472], [0.0095, -0.3142, 1.6172], [0.7179, -0.7609, 0.3534], [-0.0511, 0.6167, 3.3399], [0.6360, 0.6549, -3.0888], [-0.5358, -1.6975, -1.3647], [-1.3748, -1.7362, 0.0865], [1.2841, 0.7286, -2.5378]],
  "lowdin_charge": [-0.03, -0.20, -0.58, 0.79, 0.02, 0.01, -0.01, 0.01, -0.01]
}

***

Of them, 2 has the highest stability.

***

1.
{
  "formula": "C2H5N3",
  "method": "wB97M-V/def2-TZVPD",
  "lumo_energy_ev": 0.741,
  "smiles": "N#CC(N)N",
  "symbols": ["N", "C", "C", "N", "N", "H", "H", "H", "H", "H"],
  "xyz": [[-2.8981, 0.1041, 0.1403], [-1.8715, -0.2662, -0.1628], [-0.5135, -0.3141, -0.4706], [0.0398, 1.1611, 0.0624], [0.1838, -1.4132, 0.1100], [-0.1397, -0.1276, -1.5474], [-0.7687, 1.7378, -0.1767], [0.1887, 1.2754, 1.0253], [1.2630, -1.2118, -0.0926], [0.1502, -1.4130, 1.1331]],
  "lowdin_charge": [0.17, -0.24, -0.43, 0.03, 0.01, 0.16, 0.04, 0.02, 0.14, 0.08]
}

***

2.
{
  "formula": "C2H5N3",
  "method": "wB97M-V/def2-TZVPD",
  "lumo_energy_ev": 1.026,
  "symbols": ["C", "C", "N", "N", "N", "H", "H", "H", "H", "H"],
  "xyz": [[-1.0562, 2.4093, 1.8135], [-0.9049, -0.6644, -0.9771], [-0.3397, 1.4793, 1.8370], [1.3491, -0.7704, -0.6132], [0.0734, -0.8650, -0.1809], [1.5477, -0.1478, -1.3804], [-1.8484, -0.8229, -0.4523], [-0.9033, -0.3005, -2.1049], [0.1050, 0.5944, 1.9526], [1.9774, -0.9119, 0.1057]],
  "lowdin_charge": [-0.09, -0.10, 0.02, 0.00, -0.17, 0.09, 0.05, 0.11, 0.04, 0.05]
}

***

3.
{
  "formula": "C2H5N3",
  "method": "wB97M-V/def2-TZVPD",
  "lumo_energy_ev": 0.426,
  "smiles": "[H]/N=C/NN=C",
  "symbols": ["H", "N", "C", "N", "N", "C", "H", "H", "H", "H"],
  "xyz": [[3.1129, -0.0591, 0.1332], [2.1666, -0.6123, -0.1056], [1.2594, 0.3896, 0.0427], [-0.0893, 0.4627, -0.0626], [-1.0341, -0.5699, 0.1253], [-2.2701, -0.0445, -0.0847], [1.5461, 1.5236, 0.3938], [-0.3086, 1.3865, 0.0786], [-2.5392, 0.9926, -0.3319], [-3.0496, -0.8775, 0.2780]],
  "lowdin_charge": [0.07, 0.01, -0.33, -0.10, 0.01, -0.04, 0.15, 0.07, 0.06, 0.10]
}

***

Of them, 1 has the highest stability.

***

1.
{
  "formula": "C3H4N4O",
  "method": "wB97M-V/def2-TZVPD",
  "lumo_energy_ev": -0.512,
  "smiles": "O/N=C\\c1cnn[nH]1",
  "symbols": ["O", "N", "C", "C", "C", "N", "N", "N", "H", "H", "H", "H"],
  "xyz": [[2.0564, -1.0014, -0.1333], [2.2436, 0.3375, -0.0322], [0.9822, 0.8145, 0.0795], [-0.3579, 0.2592, 0.1422], [-1.5581, 0.9423, -0.0370], [-2.6041, 0.1222, -0.2077], [-2.1640, -1.2453, -0.0124], [-0.7635, -1.0689, 0.2177], [2.7750, -1.3677, 0.0709], [1.1032, 1.9677, -0.2306], [-1.7440, 2.0300, 0.2992], [0.0311, -1.7900, -0.1564]],
  "lowdin_charge": [-0.02, 0.02, -0.09, -0.27, -0.17, 0.00, 0.04, 0.00, -0.02, 0.16, 0.14, 0.21]
}

***

2.
{
  "formula": "C3H4N4O",
  "method": "wB97M-V/def2-TZVPD",
  "lumo_energy_ev": -0.125,
  "smiles": "[H]/N=N/c1c[nH]c(=O)[nH]1",
  "symbols": ["H", "N", "N", "C", "C", "N", "C", "O", "N", "H", "H", "H"],
  "xyz": [[-3.6878, -0.6163, -0.2150], [-2.9273, 0.0377, -0.3034], [-1.8971, -0.5974, 0.0719], [-0.6662, 0.0290, 0.2300], [-0.1448, 1.2428, 0.0701], [1.1790, 1.0863, -0.0287], [1.5410, -0.3220, -0.0491], [2.6802, -0.6508, -0.1967], [0.3269, -0.8487, 0.3299], [-0.7191, 2.2493, 0.4117], [1.7549, 1.9341, -0.3462], [0.0596, -1.8046, -0.2700]],
  "lowdin_charge": [0.04, 0.07, -0.02, -0.42, -0.09, 0.10, -0.50, 0.08, 0.13, 0.18, 0.19, 0.25]
}

***

3.
{
  "formula": "C3H4N4O",
  "method": "wB97M-V/def2-TZVPD",
  "lumo_energy_ev": 0.036,
  "smiles": "Nc1n[nH]cc1N=O",
  "symbols": ["N", "C", "N", "N", "C", "C", "N", "O", "H", "H", "H", "H"],
  "xyz": [[0.5593, -1.5379, 0.8738], [-0.1143, -0.4117, 0.4873], [-1.3949, -0.2020, 0.7262], [-1.7175, 0.7646, -0.1563], [-0.6232, 1.2204, -0.7738], [0.5138, 0.5850, -0.2183], [1.6015, 0.2998, -1.1494], [2.3549, -0.4963, -0.6548], [1.6182, -1.3775, 0.8345], [0.4631, -1.8510, 1.8029], [-2.8257, 0.7864, -0.2850], [-0.4352, 2.2202, -1.4871]],
  "lowdin_charge": [0.12, -0.44, 0.07, -0.04, -0.07, -0.20, 0.02, -0.05, 0.11, 0.08, 0.22, 0.18]
}

***

4.
{
  "formula": "C3H4N4O",
  "method": "wB97M-V/def2-TZVPD",
  "lumo_energy_ev": -0.123,
  "smiles": "[H]/N=c1/ncon1N=C",
  "symbols": ["H", "N", "C", "N", "C", "O", "N", "N", "C", "H", "H", "H"],
  "xyz": [[-1.2141, -1.2806, -1.7237], [-0.5302, -0.3216, -2.0863], [-0.1149, 0.1114, -1.0076], [0.5002, 1.4785, -0.8814], [0.8468, 1.6811, 0.3063], [0.4047, 0.7463, 1.1638], [0.3455, -0.4351, 0.0893], [-0.3503, -1.5749, 0.3390], [-0.9034, -1.4564, 1.5928], [1.5776, 2.4032, 0.6397], [-1.3121, -2.5356, 1.8448], [-1.0171, -0.6013, 2.3549]],
  "lowdin_charge": [0.17, 0.15, -0.57, 0.14, -0.24, -0.01, -0.04, 0.03, 0.03, 0.13, 0.10, 0.10]
}

***

Of them, 2 has the highest stability.

***

1.
{
  "formula": "C3H4N4O",
  "method": "wB97M-V/def2-TZVPD",
  "lumo_energy_ev": 0.633,
  "smiles": "[H]/N=C/n1cnnc1O",
  "symbols": ["H", "N", "C", "N", "C", "N", "N", "C", "O", "H", "H", "H"],
  "xyz": [[3.1047, -0.1946, -0.1927], [2.1959, 0.2503, -0.2627], [1.3372, -0.6570, 0.0064], [-0.0341, -0.2937, 0.0881], [-1.1589, -1.1785, 0.0044], [-2.2966, -0.5362, -0.1809], [-1.9923, 0.8538, -0.1708], [-0.7252, 0.9181, -0.0239], [-0.0239, 2.0433, 0.0052], [1.3780, -1.6714, 0.2999], [-1.1112, -2.2476, 0.0471], [-0.6735, 2.7136, 0.3799]],
  "lowdin_charge": [0.05, 0.14, -0.19, 0.04, -0.14, 0.03, 0.08, -0.48, 0.09, 0.11, 0.11, 0.16]
}

***

2.
{
  "formula": "C3H4N4O",
  "method": "wB97M-V/def2-TZVPD",
  "lumo_energy_ev": -1.334,
  "smiles": "C/N=c1/nncno1",
  "symbols": ["C", "N", "C", "N", "N", "C", "N", "O", "H", "H", "H", "H"],
  "xyz": [[2.5693, -0.4543, -0.0433], [1.7110, 0.7145, -0.0631], [0.4127, 0.4915, -0.1016], [-0.6301, 1.4907, -0.0479], [-1.7426, 0.9235, 0.1442], [-2.0777, -0.5362, -0.0739], [-1.0555, -1.4049, -0.0344], [0.1242, -0.7658, 0.2597], [3.4543, -0.0435, -0.5895], [2.1658, -1.5022, -0.4596], [3.0111, -0.3432, 0.9449], [-3.0311, -1.0564, -0.6514]],
  "lowdin_charge": [-0.14, 0.04, -0.41, 0.13, 0.02, -0.09, 0.07, -0.09, 0.08, 0.14, 0.08, 0.17]
}

***

3.
{
  "formula": "C3H4N4O",
  "method": "wB97M-V/def2-TZVPD",
  "lumo_energy_ev": 0.484,
  "smiles": "[H]/N=C1\\NN=CN=CO1",
  "symbols": ["H", "N", "C", "N", "N", "C", "N", "C", "O", "H", "H", "H"],
  "xyz": [[2.1870, -0.4100, 2.0261], [1.3799, -0.9311, 1.7950], [0.6338, -0.3745, 0.9694], [0.6429, 0.8221, 0.1680], [0.7152, 0.6434, -1.2297], [-0.4213, 0.3108, -1.7498], [-1.6029, 0.1533, -1.0714], [-1.6200, -0.2346, 0.1266], [-0.6618, -0.8834, 0.7585], [1.5930, 1.0669, 0.2335], [-0.3028, 0.0744, -2.7904], [-2.5429, -0.2372, 0.7645]],
  "lowdin_charge": [0.05, 0.21, -0.41, 0.02, 0.05, -0.20, 0.11, -0.22, 0.04, 0.09, 0.11, 0.15]
}

***

Of them, 1 has the highest stability.